# 1
Here is C15H26N4O3S in the gas phase from OMol25. Energies are from ωB97M-V/def2-TZVPD.

Cartesian coordinates (Å):
C (3.50936, 1.99204, -2.32280)
C (3.81428, 1.15332, -1.08899)
H (4.04511, 0.12855, -1.39225)
H (4.69318, 1.55608, -0.58043)
C (2.63588, 1.14651, -0.10386)
C (1.46503, 0.43618, -0.67094)
N (0.45968, 1.01040, -1.26844)
N (-0.36868, 0.05532, -1.73081)
C (0.15133, -1.09417, -1.40158)
N (1.32272, -0.92370, -0.72601)
C (2.06010, -1.96743, -0.06634)
H (3.05370, -1.58824, 0.18383)
C (1.33390, -2.45354, 1.19384)
C (1.41003, -1.46577, 2.35296)
O (0.74687, -0.27044, 2.00723)
C (0.66742, 0.64045, 3.06901)
H (0.17610, 1.53049, 2.68199)
H (0.08277, 0.22984, 3.90180)
H (1.66597, 0.90651, 3.44127)
H (0.93313, -1.91377, 3.23803)
H (2.46215, -1.24830, 2.61125)
H (0.28050, -2.62432, 0.96437)
H (1.77894, -3.39625, 1.51282)
H (2.16421, -2.80126, -0.76775)
S (-0.53022, -2.65244, -1.78178)
C (-2.26932, -2.12825, -1.65336)
H (-2.45193, -1.42921, -2.46281)
C (-2.43375, -1.54513, -0.25501)
O (-1.93414, -2.11751, 0.69863)
N (-3.12027, -0.39727, -0.11455)
C (-3.81721, 0.38109, -1.11456)
H (-3.84052, -0.12270, -2.07695)
C (-3.14335, 1.75496, -1.24738)
H (-3.70518, 2.39184, -1.93230)
O (-3.13414, 2.42062, -0.00345)
C (-2.42138, 1.66659, 0.95036)
H (-2.43929, 2.24425, 1.87622)
C (-3.06985, 0.29470, 1.16178)
H (-2.48091, -0.30701, 1.85386)
H (-4.08868, 0.41709, 1.54555)
H (-1.38327, 1.52730, 0.61666)
H (-2.11755, 1.61783, -1.61395)
H (-4.84932, 0.52045, -0.76707)
H (-2.86930, -3.03055, -1.76771)
H (2.33111, 2.17217, 0.10452)
H (2.93361, 0.67291, 0.83213)
H (2.60217, 1.63976, -2.80713)
H (3.35912, 3.03245, -2.04539)
H (4.32989, 1.93754, -3.03454)

Output
LUMO ... 0.688 eV
Orbital gap ... 9.03 eV
Max |F| ... 1.10 eV/A
Total energy ... -1430.08970 Eh
Relative energy (zero: lowest compared OMol25 entry of this formula, charge and spin) ... 9.7 kcal/mol
SMILES string ... CCCc1nnc(SCC(=O)N2CCOCC2)n1CCCOC

=====

# 2
Here is a molecular structure, C15H27AsClN4O2PdSbSe4 from OMol25. Energies are from ωB97M-V/def2-TZVPD.

Cartesian coordinates (Å):
Pd (-0.20182, -0.67058, -1.42322)
N (1.97065, -0.52214, -1.31509)
C (2.41422, 0.24561, -0.13487)
C (3.86081, 0.71290, -0.29587)
C (4.97932, -0.32148, -0.11913)
C (5.39950, -0.47311, 1.35285)
N (4.24168, -0.63876, 2.23035)
C (3.58316, 0.25705, 2.92716)
N (3.90681, 1.57677, 2.93570)
N (2.56479, -0.15883, 3.69096)
C (1.51795, 1.48968, 0.33296)
O (2.14472, 2.54769, 0.59137)
O (0.30352, 1.29123, 0.52367)
H (2.30911, -1.48840, -1.26047)
H (2.33973, -0.10188, -2.16194)
H (2.31462, -0.45460, 0.69653)
H (3.98115, 1.51687, 0.41739)
H (3.94632, 1.21296, -1.26635)
H (5.85383, -0.01766, -0.70149)
H (4.68126, -1.31282, -0.47255)
H (6.01532, 0.36789, 1.68334)
H (5.97613, -1.38777, 1.49297)
H (3.86381, -1.60665, 2.31966)
H (4.45641, 1.88036, 2.15133)
H (3.11442, 2.18698, 3.07991)
H (2.28730, -1.14546, 3.57676)
H (1.85522, 0.51243, 3.93055)
C (-2.77514, -0.62043, 1.45463)
As (-2.25106, -0.38486, -0.40139)
C (-3.59215, -1.49493, -1.28098)
C (-2.84923, 1.47735, -0.67215)
C (-4.13662, 1.57470, -1.42106)
C (-4.13800, 1.63127, -2.81707)
C (-5.32892, 1.58536, -3.52550)
C (-6.54562, 1.49546, -2.86034)
C (-6.55880, 1.47382, -1.47289)
C (-5.36615, 1.51098, -0.76438)
H (-3.70556, -0.06624, 1.58992)
H (-1.99058, -0.22139, 2.09352)
H (-2.91488, -1.67712, 1.66381)
H (-4.55388, -1.48959, -0.76556)
H (-3.16493, -2.49589, -1.31317)
H (-3.72728, -1.12417, -2.29620)
H (-2.02731, 1.94251, -1.21097)
H (-2.94036, 1.90519, 0.32624)
H (-3.18648, 1.69407, -3.33414)
H (-5.30432, 1.60464, -4.60874)
H (-7.47311, 1.43832, -3.41740)
H (-7.50053, 1.41892, -0.93892)
H (-5.38598, 1.50325, 0.32065)
Cl (-0.58043, 0.75065, -3.31893)
Se (3.57472, -3.41876, -0.75599)
Sb (1.76470, -3.87500, 0.80290)
Se (0.71372, -6.04212, 0.68577)
Se (2.47293, -3.31308, 3.10582)
Se (-0.20869, -2.28120, 0.35004)

Output
LUMO ... 4.257 eV
Orbital gap ... 5.96 eV
Max |F| ... 1.37 eV/A
Total energy ... -13627.34583 Eh
Relative energy (zero: lowest compared OMol25 entry of this formula, charge and spin) ... 39.5 kcal/mol
Net charge ... -2

=====

# 3
Here is a molecular structure, C15H27AsNO4S2SbY from OMol25. Energies are from ωB97M-V/def2-TZVPD.

Cartesian coordinates (Å):
Y (0.95485, -0.07356, 0.92109)
C (8.46943, 3.68516, -0.05724)
C (7.02507, 3.30428, 0.09281)
C (6.64270, 1.96785, 0.21004)
C (5.31279, 1.62132, 0.35712)
C (4.35258, 2.62514, 0.39312)
C (4.70488, 3.96253, 0.28003)
C (6.04024, 4.28983, 0.12914)
S (2.67063, 2.17848, 0.54292)
O (2.50400, 1.36202, 1.79325)
O (1.86907, 3.37644, 0.50393)
N (2.26280, 1.08890, -0.51684)
C (1.69988, 1.42932, -1.81893)
C (0.56852, 0.42793, -2.09564)
O (0.21476, 0.13030, -3.20739)
O (0.06530, -0.09903, -0.98634)
H (9.09363, 2.81471, -0.24946)
H (8.83196, 4.16741, 0.85213)
H (8.60154, 4.39202, -0.87631)
H (7.39702, 1.19198, 0.18403)
H (5.01894, 0.58301, 0.44283)
H (3.93807, 4.72408, 0.31024)
H (6.32694, 5.33000, 0.03774)
H (2.43838, 1.37459, -2.61807)
H (1.26715, 2.43568, -1.82103)
C (2.29364, -2.62875, -2.17901)
As (0.97573, -3.39869, -1.01578)
C (1.26658, -5.29362, -1.01813)
C (-0.76676, -3.08358, -1.74919)
S (1.24810, -2.75703, 1.01866)
H (2.08452, -2.92727, -3.20492)
H (3.27087, -2.98987, -1.86394)
H (2.26117, -1.54570, -2.10024)
H (1.19280, -5.66054, -2.04115)
H (0.51463, -5.77190, -0.39440)
H (2.25547, -5.50053, -0.61497)
H (-0.81733, -3.60144, -2.70678)
H (-0.90045, -2.01451, -1.89646)
H (-1.51315, -3.47936, -1.06388)
C (-2.75603, 1.68452, 3.30409)
Sb (-0.99033, 2.11655, 2.19642)
C (-1.76292, 3.48993, 0.77548)
C (0.01612, 3.42030, 3.53087)
H (-3.22842, 2.61629, 3.60868)
H (-2.50330, 1.10172, 4.18759)
H (-3.44396, 1.11377, 2.68364)
H (-2.34017, 4.25518, 1.29028)
H (-2.40116, 2.95249, 0.07673)
H (-0.93459, 3.94522, 0.23694)
H (-0.66452, 4.20329, 3.85882)
H (0.86688, 3.85198, 3.00869)
H (0.36920, 2.85420, 4.39055)

Output
LUMO ... -2.873 eV
Orbital gap ... 8.99 eV
Max |F| ... 0.22 eV/A
Total energy ... -4254.12863 Eh
Relative energy (zero: lowest compared OMol25 entry of this formula, charge and spin) ... 0.5 kcal/mol
Net charge ... +1

=====

# 4
Here is a molecular structure, C15H27AuN3O4P from OMol25. Energies are from ωB97M-V/def2-TZVPD.

Cartesian coordinates (Å):
Au (-0.26170, 0.85081, 0.29979)
C (-5.64933, 4.66019, 0.50575)
O (-6.19085, 3.37133, 0.25878)
C (-5.34936, 2.31720, 0.38582)
C (-5.91572, 1.05521, 0.13523)
C (-5.11424, -0.04485, 0.25311)
C (-3.74264, 0.02201, 0.58804)
C (-2.98302, -1.22762, 0.67873)
C (-3.73992, -2.54762, 0.66536)
O (-1.76373, -1.27892, 0.76396)
C (-3.17346, 1.30600, 0.82599)
O (-1.94426, 1.55926, 1.20161)
C (-4.02405, 2.43650, 0.73230)
H (-6.46648, 5.36447, 0.38718)
H (-4.85734, 4.89646, -0.20743)
H (-5.25129, 4.73623, 1.51906)
H (-6.96156, 0.98494, -0.13702)
H (-5.55962, -1.01534, 0.07414)
H (-4.53693, -2.55964, 1.41134)
H (-3.02658, -3.33975, 0.87780)
H (-4.19060, -2.73263, -0.31376)
H (-3.56304, 3.39332, 0.93165)
C (3.42603, -2.89829, 0.33480)
N (2.32994, -1.95075, 0.15387)
C (1.04685, -2.58336, -0.18012)
P (2.68345, -0.46551, -0.45143)
O (1.42380, 0.27950, -0.76159)
N (3.68640, 0.18637, 0.67941)
C (3.33343, 0.03557, 2.10162)
C (4.14634, 1.55091, 0.37794)
N (3.58839, -0.50398, -1.82205)
C (5.02776, -0.72513, -1.85254)
C (2.98752, -0.24410, -3.13063)
H (3.17087, -3.59718, 1.13157)
H (4.34262, -2.38175, 0.61731)
H (3.61808, -3.47604, -0.57713)
H (0.79663, -3.29827, 0.60447)
H (1.09993, -3.12172, -1.13380)
H (0.24637, -1.85223, -0.22316)
H (3.03587, -0.98469, 2.31876)
H (2.51598, 0.70357, 2.38866)
H (4.20816, 0.28214, 2.70245)
H (4.39028, 1.65020, -0.67792)
H (5.04308, 1.76318, 0.96005)
H (3.38199, 2.29250, 0.62716)
H (5.42184, -0.84984, -0.84792)
H (5.53611, 0.12785, -2.31528)
H (5.27004, -1.61554, -2.43753)
H (1.90549, -0.20463, -3.05747)
H (3.26577, -1.03634, -3.82971)
H (3.33668, 0.71002, -3.53725)

Output
LUMO ... 0.520 eV
Orbital gap ... 7.77 eV
Max |F| ... 0.46 eV/A
Total energy ... -1530.07633 Eh